Entry 1:
A molecular structure, C17H19BrN2O3S2 in a non-equilibrium geometry, computed with wB97M-V/def2-TZVPD.

Last column: Mulliken charge in e.
Geometry (Å):
C: 3.122 -1.670 4.966  -1.136
N: 1.994 -1.531 4.013  -0.210
S: 2.045 -2.530 2.544  1.231
O: 1.646 -3.850 2.884  -0.659
O: 3.650 -2.326 2.148  -0.698
C: 0.984 -1.643 1.776  0.633
C: -0.196 -2.241 1.394  -0.493
C: -0.957 -1.690 0.303  -0.602
C: -0.718 -0.375 0.021  0.668
C: 0.364 0.395 0.559  -1.349
C: 1.101 -0.522 1.338  0.305
H: 2.152 -0.062 1.755  0.060
H: 0.687 1.481 0.334  0.492
C: -1.773 0.496 -0.852  0.431
O: -1.660 1.700 -0.761  -0.692
N: -2.462 -0.155 -1.603  -0.104
H: -2.154 -0.997 -1.808  0.262
C: -3.199 0.542 -2.652  -1.229
C: -2.754 0.135 -4.317  -0.829
H: -3.204 0.861 -4.819  0.528
H: -2.973 -0.897 -4.465  0.434
S: -1.043 -0.070 -4.181  -0.163
C: -0.432 1.452 -3.555  1.028
C: -1.123 2.707 -3.576  -0.429
C: -0.418 3.661 -3.254  -0.247
C: 0.610 3.794 -2.336  0.208
C: 1.428 2.687 -2.057  -1.374
C: 0.750 1.341 -2.883  -0.850
H: 1.291 0.491 -2.527  0.426
H: 2.172 2.571 -1.495  1.031
Br: 1.249 5.215 -1.443  -0.144
H: -0.897 4.751 -3.181  0.116
H: -1.897 2.809 -4.349  0.288
H: -4.139 0.306 -2.589  0.750
H: -3.019 1.598 -2.494  0.485
H: -2.095 -2.212 -0.090  0.167
H: -0.211 -3.389 1.332  0.278
C: 0.560 -1.800 4.952  -1.098
H: -0.074 -1.761 4.107  0.243
H: 0.558 -1.281 5.698  0.550
H: 0.621 -2.729 5.286  0.464
H: 3.870 -1.768 4.496  0.571
H: 3.246 -0.905 5.735  0.333
H: 3.296 -2.589 5.649  0.322

Cartesian forces (eV/Å) of the 6 atoms listed first:
-8.3 -0.9 6.6
-1.8 -0.9 2.9
12.0 0.0 6.6
-0.9 -1.0 -1.0
-7.1 -0.6 0.6
-6.9 -8.2 -0.6

## Properties
frontier orbital gap: 0.2894 hartree
relative energy (zero: lowest compared OMol25 entry of this formula, charge and spin): 0.00 kJ/mol
strongest force on any atom: 0.3473 hartree/bohr
lowest unoccupied orbital energy: -0.486 eV



Entry 2:
A molecular structure, C9H24IO2OsP2 in a non-equilibrium geometry, computed with wB97M-V/def2-TZVPD.

Last column: Löwdin spin population.
Geometry (Å):
C: -0.953 -0.161 -2.011  0.145
I: 1.860 2.259 -1.868  0.945
H: -1.782 -0.870 -1.780  0.014
H: -0.368 -0.596 -2.834  0.017
H: -1.427 0.761 -2.389  0.026
Os: 0.444 0.557 -0.563  1.455
P: 1.420 -1.555 -0.736  0.134
C: 3.044 -1.384 -1.522  0.066
C: 1.839 -2.651 0.669  0.006
H: 2.364 -3.545 0.310  0.002
H: 0.956 -3.744 -1.700  0.003
H: 0.926 -2.965 1.187  0.000
H: -0.531 -2.891 -1.214  0.001
H: 3.672 -0.730 -0.904  0.000
H: 2.487 -2.129 1.380  0.000
C: 0.457 -2.775 -1.685  0.020
H: 3.515 -2.371 -1.603  0.012
H: 0.303 -2.444 -2.714  0.001
H: 2.928 -0.927 -2.509  0.000
P: -1.350 1.748 0.367  0.136
C: -1.086 3.538 0.229  0.064
C: -2.960 1.359 -0.392  0.025
H: -2.186 0.590 2.337  0.001
H: -2.764 2.273 2.294  0.002
H: -1.095 1.922 2.793  0.000
C: -1.897 1.622 2.114  0.007
H: -3.156 0.289 -0.268  0.001
H: -3.766 1.923 0.093  0.003
H: -1.932 4.068 0.684  0.011
H: -0.982 3.809 -0.825  0.001
H: -2.957 1.589 -1.454  0.001
H: -0.164 3.807 0.757  0.000
C: 1.754 1.238 0.678  0.105
O: 2.548 1.693 1.407  0.114
C: 0.201 -0.654 2.396  0.052
O: -0.274 -0.605 1.060  0.583
H: -0.627 -0.316 3.016  0.007
H: 1.089 -0.033 2.626  0.029
H: 0.447 -1.698 2.574  0.009

Cartesian forces (eV/Å) of the 6 atoms listed first:
0.1 0.2 -0.9
0.1 0.4 -1.2
0.8 0.4 0.5
-0.4 0.3 0.0
0.2 -0.3 -0.2
-2.9 -1.9 0.8

## Properties
net charge: +3
frontier orbital gap (alpha / beta): 0.2859 / 0.1845 hartree
spin multiplicity: 5
⟨S²⟩: 6.0330
relative energy (zero: lowest compared OMol25 entry of this formula, charge and spin): 119.86 kJ/mol
strongest force on any atom: 0.1583 hartree/bohr
lowest unoccupied orbital energy (alpha / beta): -12.336 / -15.871 eV



Entry 3:
A molecular structure, C32H23F6N5O8S3Sr in a non-equilibrium geometry, computed with wB97M-V/def2-TZVPD.

Last column: Mulliken charge in e.
Geometry (Å):
Sr: 1.118 0.477 -1.146  1.726
O: -2.367 3.264 -2.218  -0.514
C: -1.544 2.299 -2.031  0.302
O: -0.308 2.394 -2.047  -0.434
C: -2.203 0.951 -1.753  -0.565
C: -3.580 0.838 -1.702  -1.081
C: -4.071 -0.430 -1.304  -0.660
C: -3.257 -1.496 -1.084  -1.856
C: -1.783 -1.391 -1.404  1.859
N: -1.333 -0.015 -1.536  0.792
C: -0.904 -1.888 -0.231  -0.147
O: -1.530 -2.075 0.923  -0.593
O: 0.305 -1.998 -0.310  -0.538
H: -1.961 4.223 -2.598  0.358
H: -4.216 1.684 -1.900  0.515
H: -5.140 -0.554 -1.150  0.396
H: -3.671 -2.471 -0.842  0.754
H: -2.467 -1.828 0.760  0.521
C: -0.466 5.565 -0.869  -0.702
C: -0.729 6.178 -2.211  1.145
C: -0.280 7.444 -2.534  -0.852
C: -0.650 7.916 -3.790  -0.059
N: -1.362 7.241 -4.658  -0.613
C: -1.754 5.972 -4.315  -0.141
S: -2.675 5.053 -5.392  -0.473
N: -1.435 5.455 -3.086  -0.295
H: 0.274 6.144 -0.317  0.365
H: -0.125 4.541 -0.991  -0.346
H: -1.388 5.530 -0.283  0.346
H: 0.312 8.031 -1.846  0.361
H: -0.349 8.917 -4.101  0.378
F: 3.345 3.658 1.386  -0.191
C: 2.095 3.339 1.076  0.703
F: 1.294 4.308 1.522  -0.240
F: 1.963 3.267 -0.253  -0.125
S: 1.504 1.761 1.856  0.801
O: 0.205 1.624 1.247  -0.462
O: 1.624 1.994 3.260  -0.660
N: 2.343 0.529 1.363  -0.301
S: 3.719 0.371 0.639  0.699
O: 3.998 1.467 -0.246  -0.548
O: 3.823 -0.961 0.136  -0.527
C: 4.990 0.474 1.967  0.483
F: 6.205 0.330 1.435  -0.220
F: 4.935 1.655 2.586  -0.194
F: 4.804 -0.485 2.873  -0.214
C: 3.359 -4.055 -4.960  -0.434
C: 3.041 -3.857 -3.597  -0.731
C: 2.577 -2.642 -3.176  -0.341
C: 2.390 -1.549 -4.069  0.113
C: 1.866 -0.302 -3.578  0.106
C: 1.723 0.680 -4.543  -0.472
C: 2.053 0.497 -5.910  -0.907
C: 2.542 -0.699 -6.352  -0.806
C: 2.719 -1.763 -5.435  0.930
C: 3.204 -3.031 -5.851  -0.790
H: 3.726 -5.019 -5.294  0.357
H: 3.172 -4.669 -2.891  0.415
H: 2.335 -2.479 -2.130  0.331
H: 1.310 1.652 -4.276  0.395
H: 1.903 1.313 -6.609  0.385
H: 2.791 -0.852 -7.398  0.302
H: 3.446 -3.176 -6.900  0.318
C: -1.363 -2.145 -2.703  -0.210
C: -1.661 -3.611 -2.674  0.392
C: -0.715 -4.513 -2.182  0.228
C: -0.994 -5.866 -2.108  -1.153
C: -2.235 -6.340 -2.530  0.642
C: -3.189 -5.454 -3.028  -0.864
C: -2.896 -4.104 -3.097  -0.395
C: -2.534 -7.745 -2.460  0.046
N: -2.780 -8.868 -2.406  -0.594
H: -1.903 -1.652 -3.514  0.662
H: -0.298 -1.968 -2.864  -0.635
H: 0.250 -4.139 -1.867  0.453
H: -0.253 -6.560 -1.732  0.441
H: -4.148 -5.829 -3.360  0.439
H: -3.632 -3.412 -3.486  0.419

Cartesian forces (eV/Å) of the 6 atoms listed first:
-0.6 -0.1 -0.9
-0.2 0.0 0.0
0.0 -0.1 0.1
-0.1 0.0 0.1
0.0 0.2 0.0
0.0 -0.2 -0.1

## Properties
net charge: -2
frontier orbital gap: 0.2341 hartree
relative energy (zero: lowest compared OMol25 entry of this formula, charge and spin): 0.00 kJ/mol
strongest force on any atom: 0.0208 hartree/bohr
lowest unoccupied orbital energy: 3.948 eV



Entry 4:
4 unconnected molecules or ions with the total composition C12H22Cl2NO3 in a non-equilibrium geometry, computed with wB97M-V/def2-TZVPD.

Last column: Mulliken charge in e.
Geometry (Å):
C: 2.482 3.708 0.320  -1.008
C: 1.269 4.494 -0.059  0.263
Cl: 1.661 6.186 -0.384  -0.289
C: -0.028 4.166 -0.158  0.245
N: -1.117 4.694 -0.488  -0.750
Cl: -0.146 2.154 0.341  -0.465
H: 3.360 4.093 -0.199  0.370
H: 2.696 3.758 1.391  0.230
H: 2.343 2.662 0.068  0.222
H: -1.653 5.033 0.303  0.228
C: -2.179 0.268 5.607  -1.086
C: -2.182 1.460 4.668  0.735
O: -2.602 2.533 5.036  -0.578
C: -1.641 1.206 3.289  -0.850
H: -2.588 0.556 6.573  0.311
H: -2.769 -0.545 5.180  0.304
H: -1.160 -0.105 5.732  0.304
H: -2.228 0.416 2.814  0.287
H: -0.610 0.854 3.342  0.314
H: -1.680 2.099 2.674  0.237
C: 0.405 -1.296 -0.197  -0.745
C: -0.233 -2.451 0.527  0.761
O: -0.516 -2.423 1.703  -0.583
C: -0.514 -3.675 -0.320  -0.928
H: 0.557 -0.447 0.463  0.238
H: 1.358 -1.625 -0.616  0.244
H: -0.231 -0.977 -1.025  0.215
H: 0.409 -4.051 -0.761  0.236
H: -1.176 -3.399 -1.144  0.221
H: -0.991 -4.446 0.282  0.347
C: 2.051 -2.810 -5.131  -1.218
C: 1.151 -2.704 -3.920  0.865
O: 1.501 -3.096 -2.833  -0.505
C: -0.200 -2.070 -4.145  -0.963
H: 2.992 -3.274 -4.850  0.305
H: 1.564 -3.401 -5.909  0.339
H: 2.238 -1.817 -5.543  0.334
H: -0.760 -2.637 -4.891  0.359
H: -0.078 -1.055 -4.526  0.333
H: -0.756 -2.038 -3.212  0.120

Cartesian forces (eV/Å) of the 6 atoms listed first:
0.0 -0.2 0.0
0.0 -0.4 0.0
-0.1 0.2 0.0
1.0 1.0 0.1
-0.6 0.3 -0.3
0.0 -0.8 0.2

## Properties
net charge: -1
frontier orbital gap: 0.2265 hartree
strongest force on any atom: 0.0272 hartree/bohr
lowest unoccupied orbital energy: 2.373 eV